1.
C22H51N4O18V2Zr | ωB97M-V with the def2-TZVPD basis set

Summary:
- DFT total energy: -4377.067815 hartree
- Lowest unoccupied orbital energy: 0.579 eV
- Charge: -1
- HOMO-LUMO gap: 5.5 eV
- Largest force on an atom: 12.672 eV/Å

Structure (XYZ):
```
98
Properties=species:S:1:pos:R:3:forces:R:3
O 1.2502 26.3242 33.8483 -0.7 -0.5 0.1
V 0.4987 25.1491 34.6061 0.7 0.4 0.3
O -1.0333 25.2808 34.4022 -0.5 0.2 -0.6
O 3.2750 21.9129 32.5308 -0.2 2.8 2.6
V 3.0233 23.0666 33.6894 1.4 -0.6 -4.7
O 3.5220 24.4744 33.0243 -1.0 -3.0 1.7
Zr 0.2896 21.3886 36.1438 1.0 0.0 4.6
C 3.9553 19.3764 37.5427 -0.9 -0.4 2.0
C 3.1517 19.2546 36.2723 -0.1 0.4 -0.6
C 3.3006 17.8417 35.7187 -0.3 0.3 -1.4
O 1.8191 19.6956 36.2646 -1.3 1.1 0.2
H 5.0359 19.4520 37.4132 0.0 0.3 -0.4
H 3.8459 18.4919 38.1790 -0.3 0.0 0.1
H 3.5575 20.2065 38.1316 0.3 0.2 0.0
H 3.7571 19.9213 35.6448 -0.3 -0.1 -0.9
H 2.6321 17.0739 36.1077 0.0 0.3 0.6
H 4.3400 17.5126 35.7698 0.0 -0.1 0.1
H 3.0353 17.9048 34.6596 0.1 -0.2 -0.1
C 1.8292 23.6892 36.7229 -1.6 -5.4 -8.5
O 2.1215 22.4724 36.7968 5.7 -4.5 4.4
O 2.3172 24.2543 35.6805 4.3 4.7 -0.8
O 0.6011 23.6178 36.5038 -9.2 4.0 2.1
C -1.2480 21.5330 38.5899 -3.0 -10.6 -3.3
O -2.0653 20.6634 39.0788 -0.3 3.5 4.4
O -1.5630 21.7555 37.3967 -5.2 7.7 -8.6
O -0.1224 20.9998 38.2849 10.4 -0.9 3.3
C 0.3188 22.2257 33.4502 0.0 6.7 7.7
O -0.5706 22.3290 34.3487 -10.1 -0.8 0.4
O 0.7272 23.3927 33.1283 2.0 2.8 -4.4
O 1.1503 21.6190 34.0967 9.6 -7.8 -0.1
C 6.3022 22.2804 36.7353 -0.1 -0.8 2.2
C 5.6992 23.0694 35.6220 1.2 -0.3 -1.5
C 6.8414 23.3122 34.5979 -0.4 -1.1 -1.3
O 6.4811 23.8933 33.3371 -0.2 0.0 1.1
C 6.5153 25.2830 33.3559 0.9 1.2 0.0
N 4.6912 22.2075 34.9669 -1.5 0.4 1.0
H 6.9344 22.8582 37.4118 0.4 0.1 -0.4
H 6.7757 21.3301 36.4736 0.5 0.4 -0.7
H 5.5670 21.8629 37.4320 -0.6 0.5 -0.1
H 5.2625 24.0015 35.9789 -0.2 -0.1 -0.1
H 7.1799 22.3615 34.1754 -0.1 -0.6 0.8
H 7.7351 23.6785 35.1108 -0.1 0.9 -0.2
H 6.1669 25.7454 32.4327 -0.5 -0.6 0.0
H 7.5720 25.5807 33.4021 0.1 0.2 0.3
H 5.9844 25.7374 34.1963 -0.2 -0.1 0.0
H 5.1198 21.2983 34.8094 0.3 0.2 -1.2
H 4.1157 21.8830 35.7514 -0.7 0.5 0.1
C -0.7208 29.0069 35.8749 1.5 -1.0 0.4
C 0.2254 28.1904 36.7874 -0.4 -1.5 -1.0
C 0.1242 28.4501 38.2922 1.5 1.1 -0.4
O 0.0889 29.8716 38.4849 -0.4 -0.3 0.6
C -0.0622 30.1698 39.8528 -0.5 0.0 1.0
N -0.0910 26.7904 36.4474 0.0 -1.7 0.7
H -0.6290 28.5602 34.8839 0.3 0.3 -0.1
H -0.3578 30.0311 35.8981 -0.9 0.2 -0.1
H -1.7381 28.7319 36.1563 -0.2 0.9 0.3
H 1.2735 28.1563 36.4830 0.1 1.3 0.0
H 1.0946 28.2026 38.7365 -0.1 -0.8 0.1
H -0.6595 27.9169 38.8354 -0.4 0.1 -0.3
H 0.7027 30.8088 40.2992 0.1 0.5 -0.7
H -0.0139 29.3238 40.5474 0.0 -0.6 -0.5
H -1.0624 30.5678 40.0393 0.1 0.4 -0.1
H 0.3199 26.1408 37.1157 0.1 0.1 0.3
H -1.0872 26.6010 36.5350 -0.2 0.0 -0.3
C 2.1197 24.9585 39.9441 1.3 2.6 1.8
C 3.5789 25.2854 40.4110 0.3 -3.2 -1.5
C 3.8752 24.9923 41.8702 -1.2 1.8 0.6
O 5.2507 24.7333 42.1069 -1.2 -0.3 -0.2
C 5.5397 24.6200 43.4787 0.6 0.2 -0.1
N 4.3210 24.3628 39.5088 1.0 1.1 0.3
H 1.9357 23.8975 40.0861 -0.1 0.0 -0.4
H 2.1257 25.3943 38.9468 -0.6 -0.6 -0.3
H 1.4840 25.5624 40.5967 -0.6 -0.2 -0.3
H 4.0134 26.2625 40.1955 -0.7 0.3 -0.2
H 3.1144 24.3868 42.3759 0.7 -1.4 -0.3
H 3.5350 25.9333 42.3322 0.7 0.5 0.4
H 4.9747 23.8309 43.9793 -0.3 0.1 0.0
H 5.4011 25.5957 43.9519 -0.2 -0.1 0.3
H 6.5961 24.3599 43.5512 0.0 0.0 0.0
H 5.2495 24.3479 39.9151 0.2 -0.7 -0.5
H 3.9142 23.4396 39.4503 0.1 -0.1 0.3
C -5.0562 25.7172 37.4132 1.7 0.0 0.0
C -3.5231 25.6114 37.7808 -0.1 0.4 1.5
C -3.2365 24.9162 39.1693 -1.8 -0.2 -1.6
O -1.8912 24.5217 39.2742 0.2 0.9 0.4
C -1.4727 24.4434 40.6177 -0.2 -0.7 0.2
N -2.7672 24.9863 36.7489 0.5 -1.3 -0.8
H -5.4497 24.7021 37.4617 -0.5 0.2 0.1
H -5.1602 26.0867 36.3920 0.3 -0.3 -0.2
H -5.6049 26.4686 37.9806 0.0 -0.4 0.6
H -3.1145 26.6199 37.9196 -0.1 0.3 -0.2
H -3.8585 24.0143 39.1579 0.0 -0.2 0.4
H -3.6311 25.5939 39.9316 0.5 0.0 0.5
H -2.1092 23.7501 41.1763 -0.2 0.1 0.0
H -1.4956 25.4154 41.1173 0.1 0.1 0.0
H -0.4847 23.9893 40.6705 0.1 0.3 -0.3
H -1.8836 24.6368 37.1203 0.4 0.7 0.2
H -3.1051 24.0383 36.5752 -0.8 0.1 -0.4
```
Forces are in eV/Å.

---

2.
C22H51NO14PS2 | ωB97M-V with the def2-TZVPD basis set

Summary:
- DFT total energy: -3114.386585 hartree
- Lowest unoccupied orbital energy: -3.391 eV
- Charge: +1
- HOMO-LUMO gap: 7.9 eV
- Largest force on an atom: 5.162 eV/Å

Structure (XYZ):
```
91
Properties=species:S:1:pos:R:3:forces:R:3
C 2.9813 0.8172 3.1869 0.5 -0.5 -0.7
C 3.0712 1.9626 2.1278 -0.6 0.2 0.9
C 2.4641 3.3236 2.6439 1.6 -1.2 0.0
O 1.8832 3.9814 1.5174 -0.5 0.7 0.4
C 0.7365 4.7293 1.8790 -0.1 -0.9 0.3
C -0.4653 3.7071 1.9615 0.0 0.0 1.1
C -1.8504 4.4121 2.0940 1.5 1.2 0.5
N -2.9848 3.4461 2.2631 -0.4 0.4 -0.9
C -2.7129 2.0909 1.6271 -0.4 -1.0 -0.4
C -4.0750 1.7072 0.9329 -0.4 -0.3 0.6
O -4.0616 0.3914 0.4542 0.6 0.6 -0.1
C -4.2494 0.3168 -0.9675 -0.5 -1.4 -0.8
C -3.8650 -1.1281 -1.4562 -0.1 0.3 0.8
O -3.0392 -1.0751 -2.6209 0.0 -0.7 1.1
C -1.8719 -1.8680 -2.3568 0.7 -0.3 -1.1
C -1.0785 -2.0122 -3.7028 -0.5 1.0 1.1
O 0.3041 -1.8472 -3.4145 -0.4 -1.1 -0.3
C 1.1417 -2.5991 -4.2889 1.2 0.0 -1.2
C 1.9838 -1.6594 -5.2439 -0.6 -0.7 0.5
C -2.3210 1.1251 2.8042 -0.4 0.4 -1.2
P -1.3350 -0.3954 2.3926 2.1 -3.7 2.9
O -0.9962 -1.0459 3.7192 -0.7 1.8 -2.0
O -2.1580 -1.5158 1.4978 0.7 2.3 0.2
O 0.1063 -0.1037 1.6252 -2.6 0.1 0.3
C -1.6481 2.2658 0.5005 -0.7 0.9 -0.2
O -0.3847 2.7432 0.9194 -0.6 0.0 0.0
H 3.7807 0.8864 3.9560 -0.7 0.2 -0.3
H 1.9802 0.6958 3.6465 0.5 0.3 -0.2
H 3.1844 -0.1351 2.6415 -0.2 0.6 0.5
H 4.1417 2.1063 1.8692 -0.8 0.0 -0.1
H 2.4827 1.6835 1.2306 0.5 0.1 0.4
H 1.7551 3.1458 3.4824 0.1 0.1 -0.6
H 3.3227 3.9010 3.0639 -0.8 0.1 -0.3
H 0.5468 5.5478 1.1582 0.2 -0.5 0.2
H 0.9256 5.1308 2.9016 -0.6 0.2 -0.6
H -0.2943 3.1499 2.9193 -0.2 0.4 -0.5
H -1.8117 5.0437 3.0106 0.0 -0.4 -0.6
H -2.0451 5.1192 1.2585 -0.1 -0.8 0.3
H -3.2933 3.3523 3.2351 0.3 -0.1 -0.1
H -3.7943 3.8506 1.7744 0.1 -0.1 0.1
H -4.8934 1.7753 1.6951 0.5 0.2 -0.3
H -4.3128 2.4158 0.1066 0.3 -0.1 0.5
H -5.3364 0.4482 -1.1662 0.7 0.4 -0.1
H -3.6106 1.0470 -1.5064 -0.4 -0.3 0.3
H -3.3021 -1.6164 -0.6291 -0.5 0.4 -0.4
H -4.7730 -1.7514 -1.6254 0.5 0.5 -0.1
H -1.2515 -1.3894 -1.5653 -0.2 -0.1 -0.5
H -2.1224 -2.8938 -2.0032 -0.2 0.7 -0.1
H -1.4021 -1.1722 -4.3617 0.0 -0.8 0.2
H -1.3312 -3.0035 -4.1283 0.4 0.6 0.0
H 1.8442 -3.2242 -3.6921 -0.5 0.5 -0.2
H 0.5871 -3.3101 -4.9406 -0.1 0.5 0.7
H 2.9948 -1.5711 -4.8097 -0.5 0.3 -0.6
H 1.4884 -0.6753 -5.3408 0.4 -0.4 0.2
H 2.0202 -2.0977 -6.2645 0.2 0.2 0.7
H -1.7631 1.7200 3.5618 0.2 -0.8 -0.5
H -3.2363 0.7658 3.3327 0.6 0.0 -0.5
H -1.8830 -2.3887 1.8263 0.0 0.0 0.2
H 0.0101 -0.2722 0.6768 0.3 0.0 -0.1
H -2.0578 3.0117 -0.2292 0.0 -0.5 0.4
H -1.5775 1.3114 -0.0641 0.3 0.5 0.5
O 4.3335 1.3618 -8.2125 -0.2 0.0 0.5
S 4.8781 1.1080 -6.9077 0.6 0.2 0.0
O 4.0619 0.5946 -5.8427 0.0 0.2 -0.5
O 5.6340 2.4333 -6.3928 0.0 -0.6 -0.2
C 4.9068 3.6672 -6.3861 -0.5 0.7 0.1
C 3.9567 3.7586 -5.2067 -0.2 -0.2 0.1
C 6.3114 0.0885 -7.0681 0.1 0.1 0.0
H 4.3780 3.8049 -7.3322 0.1 -0.2 0.0
H 5.6502 4.4617 -6.3141 0.2 -0.3 -0.1
H 3.1454 3.0352 -5.2982 0.0 0.0 0.0
H 3.5168 4.7553 -5.1463 0.1 0.0 -0.1
H 4.4793 3.5431 -4.2733 0.0 0.1 0.0
H 6.9539 0.5037 -7.8410 -0.1 0.0 0.0
H 5.9775 -0.9082 -7.3508 -0.1 0.1 0.0
H 6.8261 0.0526 -6.1104 -0.1 0.0 0.0
O -2.0302 -4.9177 3.4046 0.2 -0.3 0.1
S -1.1556 -5.2388 4.5039 0.2 0.3 0.8
O -0.3561 -6.4304 4.4990 -0.4 0.3 -0.4
O -2.0046 -5.1894 5.8706 0.4 0.3 -0.5
C -3.2017 -5.9734 5.9538 -0.6 -0.7 0.1
C -2.9030 -7.4402 6.2008 0.2 -0.1 -0.2
C -0.1190 -3.8506 4.8329 -0.1 0.0 0.2
H -3.8104 -5.8391 5.0562 0.2 0.1 0.0
H -3.7727 -5.5744 6.7930 0.2 0.2 0.0
H -2.4135 -7.8929 5.3378 0.0 0.0 0.0
H -3.8245 -7.9910 6.3948 0.0 0.1 0.0
H -2.2320 -7.5586 7.0527 -0.1 0.0 0.0
H -0.7359 -2.9571 4.8819 0.0 0.0 -0.1
H 0.5936 -3.7699 4.0141 -0.1 -0.1 0.0
H 0.4082 -4.0139 5.7706 0.0 -0.1 0.0
```
Forces are in eV/Å.

---

3.
C22H52N17O13 | ωB97M-V with the def2-TZVPD basis set

Summary:
- DFT total energy: -2778.502676 hartree
- Lowest unoccupied orbital energy: -4.808 eV
- Charge: +1
- HOMO-LUMO gap: 5.6 eV
- Largest force on an atom: 2.840 eV/Å

Structure (XYZ):
```
104
Properties=species:S:1:pos:R:3:forces:R:3
C -3.9964 4.1906 -2.6429 1.0 -1.1 -0.5
C -2.9769 3.9871 -3.8605 -1.7 1.3 1.4
O -2.9022 2.5716 -4.0760 1.3 0.6 -0.4
C -1.7174 2.1812 -4.7495 -0.3 -0.3 -0.4
C -0.4061 2.3445 -3.9113 2.2 1.1 0.4
C 0.5589 3.3368 -4.4100 -1.0 -1.1 0.4
N 1.7779 3.5835 -3.8167 -1.9 -1.8 1.1
C 2.1077 2.9039 -2.6773 -0.6 -1.2 0.7
C 1.2509 1.8815 -2.0502 -0.3 0.8 -1.7
C 1.8005 1.2234 -0.7550 0.8 0.5 0.0
C 1.8060 2.2773 0.4366 0.0 -0.3 0.5
C 1.5724 1.6167 1.8475 -0.8 0.3 0.1
C 0.1384 0.9492 1.9158 1.6 -0.5 -0.6
O -0.1251 0.6197 3.2970 -1.4 0.9 -0.2
C -1.4967 0.4820 3.5199 -0.3 -1.3 -0.1
O -2.0664 -0.5428 3.2587 0.5 0.8 0.0
C -0.0316 1.5833 -2.7029 0.7 1.8 -0.5
C -0.9659 0.4880 -2.1259 -1.1 -1.3 0.4
O -0.5464 -0.5354 -1.6441 0.7 1.0 -0.5
O -2.3634 0.6193 -2.1736 2.0 0.5 -1.2
H -4.6389 5.0937 -2.7744 0.7 -0.7 0.3
H -4.6302 3.2593 -2.5749 0.5 1.1 -0.2
H -3.3831 4.2074 -1.7099 -0.9 0.3 -0.7
H -3.3882 4.5721 -4.7267 0.6 -0.9 0.2
H -2.0107 4.4662 -3.5481 -0.5 -0.7 -0.5
H -1.6536 2.7566 -5.7238 0.4 -0.5 1.0
H -1.8491 1.0994 -5.0337 0.2 1.0 0.3
H 0.3281 3.9338 -5.3304 0.3 -0.7 1.1
H 2.4407 4.2671 -4.2092 0.0 -0.2 0.5
H 3.1035 3.1314 -2.2232 -1.1 0.0 -0.7
H 2.8826 0.9618 -0.9571 -1.2 0.1 0.1
H 1.2912 0.2768 -0.4601 0.2 1.0 -0.6
H 0.9981 3.0327 0.2512 0.7 -0.5 0.3
H 2.7993 2.8037 0.4843 -1.0 -0.3 -0.3
H 2.3701 0.8657 2.1102 -0.9 0.6 -0.4
H 1.6180 2.4114 2.6458 0.0 -0.7 -0.9
H -0.6584 1.5930 1.4594 0.6 -0.4 0.5
H 0.2122 -0.0132 1.3335 -0.5 0.8 0.5
H -2.0849 1.3181 3.9840 1.1 -0.1 -0.3
H -2.6260 -0.0277 -2.8633 -0.3 0.3 0.7
C -5.1106 5.9038 0.4730 -0.4 0.1 0.0
O -4.3173 5.0477 0.0953 0.1 0.0 0.4
N -6.4046 5.9241 0.0778 0.0 0.0 -0.5
N -4.7547 6.9061 1.3240 0.4 0.2 0.2
H -7.0680 6.6135 0.3779 0.0 -0.1 0.1
H -6.7060 5.1975 -0.5488 -0.1 -0.1 0.3
H -3.8010 6.9232 1.6394 -0.1 0.0 0.0
H -5.3865 7.6154 1.6459 0.0 -0.1 0.0
C 0.1993 -4.3282 0.6058 -0.1 0.3 0.2
O 0.7784 -5.2906 1.0954 0.2 -0.1 -0.2
N 0.0056 -4.1891 -0.7354 0.2 -0.2 -0.5
N -0.2988 -3.3164 1.3594 0.1 0.1 0.4
H -0.4655 -3.4060 -1.1509 0.0 0.0 0.1
H 0.3572 -4.9178 -1.3300 -0.2 0.1 0.0
H -0.1748 -3.3823 2.3593 -0.1 0.0 0.1
H -0.7770 -2.5197 0.9793 -0.1 -0.1 0.0
C -2.9863 -6.6651 3.5137 0.0 -0.2 0.3
O -3.9756 -7.1491 4.0395 0.0 0.1 -0.1
N -1.7438 -6.7651 4.0509 0.3 -0.2 0.1
N -3.0430 -5.9786 2.3356 -0.2 0.3 -0.5
H -0.9198 -6.3713 3.6324 -0.1 0.2 0.1
H -1.6592 -7.2628 4.9192 0.0 0.1 -0.1
H -3.9452 -5.8821 1.9049 0.1 0.0 0.1
H -2.2419 -5.5734 1.8874 0.0 0.0 0.1
C 4.1089 -6.8820 -0.8063 0.1 -0.2 0.2
O 5.2088 -7.3997 -0.9146 0.0 0.2 -0.1
N 3.6600 -6.3522 0.3625 0.1 0.5 0.3
N 3.2363 -6.7893 -1.8488 -0.1 0.0 -0.6
H 2.7586 -5.9168 0.4746 -0.2 -0.1 0.1
H 4.2774 -6.4039 1.1544 -0.1 -0.1 -0.1
H 3.5328 -7.1703 -2.7304 0.0 0.0 0.1
H 2.3292 -6.3693 -1.7796 0.0 -0.1 0.1
C 1.2104 -3.7531 4.9851 0.1 -0.1 0.0
O 0.1615 -4.2909 4.6602 0.0 0.1 -0.2
N 1.2666 -2.4673 5.4268 -0.2 0.4 0.0
N 2.4082 -4.3937 4.9326 0.2 -0.3 -0.1
H 2.1151 -2.0068 5.6986 0.0 -0.1 0.0
H 0.3988 -1.9624 5.4790 0.1 -0.1 0.0
H 2.4048 -5.3461 4.6106 0.0 0.1 0.0
H 3.2795 -3.9715 5.1946 -0.1 0.0 0.0
C 5.4416 4.8040 -3.6609 0.6 0.0 -0.2
O 4.2765 4.9479 -3.2837 -0.4 -0.3 -0.1
N 5.9109 5.3629 -4.8014 -0.3 0.2 -0.2
N 6.3477 4.0763 -2.9650 -0.3 -0.2 0.3
H 6.8548 5.2594 -5.1263 0.0 0.0 0.0
H 5.2665 5.9120 -5.3437 0.1 0.0 0.0
H 6.0358 3.6473 -2.1113 0.2 0.1 0.0
H 7.3002 3.9476 -3.2537 0.0 0.0 0.0
C -7.0223 2.4000 1.7385 0.0 0.0 0.0
O -7.5346 3.2482 1.0271 0.0 0.0 -0.1
N -7.6912 1.2911 2.1568 -0.3 -0.2 0.0
N -5.7350 2.4922 2.1733 0.5 0.3 0.0
H -7.2880 0.5828 2.7413 0.0 0.0 0.0
H -8.6444 1.1898 1.8546 0.1 0.0 0.0
H -5.2084 3.2999 1.8809 0.0 -0.1 -0.1
H -5.2935 1.8073 2.7579 -0.1 0.0 0.0
C 6.1314 -2.8387 0.4352 0.3 -0.1 0.1
O 6.8559 -1.9618 0.8783 -0.2 0.1 0.0
N 4.8740 -2.5847 -0.0329 -0.5 0.3 -0.2
N 6.5051 -4.1415 0.3672 0.1 -0.3 0.1
H 4.2623 -3.2908 -0.4004 0.1 -0.1 0.1
H 4.5575 -1.6329 -0.0003 0.1 -0.1 0.0
H 7.4236 -4.3756 0.7015 -0.1 0.0 -0.1
H 5.9166 -4.8714 0.0035 0.1 0.0 0.0
```
Forces are in eV/Å.

---

Which of these has the lowest lowest unoccupied orbital energy? C22H52N17O13

---

The highest HOMO-LUMO gap belongs to which entry? C22H51NO14PS2

---

What is the largest force on an atom in the third record? 2.840 eV/Å